Formula: C50H118N16O18Y
Source: the OMol25 dataset
Level of theory: ωB97M-V with the def2-TZVPD basis set

Last column: Löwdin charge in e.
Geometry (Å):
Y -1.19 -3.09 0.43  1.66
O 0.39 1.55 5.85  0.07
O -1.13 -5.58 0.27  -0.05
O -3.18 -1.96 0.06  -0.10
O 0.95 -3.64 1.26  -0.12
O -1.30 1.40 -8.67  0.05
O -3.38 -4.44 0.71  -0.01
O -4.89 6.32 1.07  0.02
O -0.13 -1.09 -0.22  -0.46
O 0.75 5.60 3.04  -0.01
O -1.11 4.27 -1.17  0.06
O 2.90 1.90 -6.17  -0.02
O -6.25 4.40 5.13  0.02
O -2.00 -3.52 -1.78  -0.03
O 6.04 3.46 -1.30  0.02
O -1.64 -2.89 2.73  -0.46
O 3.94 1.19 2.92  0.03
O 0.58 -4.02 -1.61  -0.06
O 5.25 -0.81 -2.85  -0.05
N -4.28 -0.21 1.08  0.07
N -0.55 5.42 1.20  0.03
N -1.90 -3.07 -3.94  0.06
N 0.20 1.93 -7.08  0.02
N -6.55 4.89 1.19  0.03
N 4.54 0.46 5.01  0.00
N -4.28 4.37 4.10  0.03
N 4.96 0.80 -1.16  0.03
N 3.38 0.39 -4.64  0.06
N 6.92 4.03 0.67  0.04
N 2.98 -4.49 1.81  0.06
N -1.25 -7.60 1.35  0.03
N 0.24 5.01 -2.71  0.04
N 1.97 -4.88 -3.12  0.04
N -0.87 -0.25 5.44  0.01
N -4.59 -5.53 2.19  0.02
C -5.22 3.80 4.86  -0.56
C 3.53 1.16 5.75  -0.06
C -5.59 -5.09 -0.04  0.03
C -2.30 -3.75 -2.90  -0.59
C -3.70 -0.81 0.03  -0.46
C -3.26 -4.88 -3.16  0.03
C 1.19 -6.11 -3.36  -0.03
C 2.66 -2.84 -2.01  0.03
C -3.78 -0.11 -1.27  0.03
C -3.05 3.84 3.69  -0.08
C -7.38 5.84 1.87  -0.07
C -0.06 0.92 3.57  0.02
C 3.49 0.56 -1.14  -0.06
C -0.69 4.27 -2.28  -0.61
C 1.69 -3.97 -2.25  -0.52
C 3.27 1.67 -5.02  -0.53
C 0.46 5.02 1.96  -0.58
C 6.93 3.94 -0.64  -0.59
C -5.33 5.19 0.86  -0.60
C -1.22 -1.79 -3.87  -0.03
C -5.13 2.40 5.35  -0.01
C -4.46 -4.90 0.94  -0.47
C 5.82 3.78 1.64  -0.01
C 5.78 -0.21 3.04  -0.01
C 8.22 4.37 -1.28  0.00
C -1.44 -0.53 6.74  -0.06
C 2.27 -2.37 2.84  0.05
C 4.69 0.57 3.65  -0.59
C -0.28 0.90 -6.13  -0.07
C -1.12 -7.22 2.77  -0.02
C -4.51 4.28 0.00  0.01
C 0.26 3.13 -9.14  0.00
C -5.83 -5.86 2.81  -0.12
C 3.69 2.85 -4.14  0.03
C -1.23 -7.56 -0.99  0.02
C 1.23 3.90 1.38  0.00
C 0.19 0.25 -0.38  -0.29
C -1.42 3.41 -3.31  0.03
C 7.26 0.27 -2.07  0.00
C -1.52 6.55 1.56  -0.01
C 5.73 0.06 -2.04  -0.45
C -4.13 -0.59 2.53  -0.02
C -1.17 -6.81 0.30  -0.53
C -0.16 0.81 5.09  -0.60
C -1.96 -3.70 3.85  -0.27
C 1.13 5.92 -2.00  -0.03
C -0.38 2.06 -8.26  -0.61
C 3.05 -0.76 -5.62  0.00
C 2.05 -3.60 1.92  -0.46
C 2.87 -5.68 0.92  -0.02
H 1.57 4.08 0.36  0.07
H -5.01 0.45 0.87  0.13
H 1.00 1.11 3.39  0.07
H -4.65 5.31 4.01  0.15
H -0.84 -8.56 -0.80  0.08
H 1.11 0.63 0.07  0.04
H 3.21 1.56 -0.81  0.09
H -5.06 -0.54 3.09  0.08
H -0.59 0.78 0.17  0.06
H 3.03 -0.55 -6.69  0.08
H 2.21 3.93 1.87  0.08
H -1.48 -8.57 1.15  0.14
H 1.20 6.90 -2.47  0.09
H -3.82 -5.34 2.82  0.09
H -0.49 -7.10 -1.64  0.06
H 0.74 6.07 -0.99  0.08
H -7.33 6.91 1.70  0.09
H -0.02 -0.05 -6.59  0.08
H 2.18 5.64 -1.96  0.08
H -0.53 3.12 -3.88  0.06
H -6.81 3.91 1.14  0.14
H 3.76 -6.24 0.65  0.09
H 0.71 2.96 1.56  0.07
H -0.95 -8.12 3.35  0.10
H -5.35 -5.69 -0.91  0.09
H 3.33 -2.23 3.06  0.06
H -2.84 4.31 2.73  0.07
H 2.32 -6.38 1.55  0.08
H -0.97 -0.85 4.64  0.10
H 7.61 -0.74 -2.27  0.08
H 3.46 -2.90 -2.74  0.07
H 4.36 3.60 -4.55  0.09
H -4.70 3.22 0.18  0.05
H 7.66 4.57 1.11  0.14
H -1.37 0.35 7.38  0.09
H -4.24 -4.42 -3.30  0.10
H -3.93 -1.64 2.75  0.06
H 8.06 5.08 -2.10  0.09
H -2.55 6.19 1.52  0.02
H -0.48 -6.37 2.97  0.08
H -7.03 5.91 2.90  0.07
H 2.87 3.53 -3.89  0.07
H 7.84 0.74 -1.27  0.07
H -2.81 -0.03 -1.77  0.09
H 1.14 2.26 -6.95  0.08
H 0.75 2.59 -9.95  0.08
H 5.19 -1.02 2.60  0.06
H 4.79 3.64 1.30  0.08
H 3.00 -2.75 -0.98  0.09
H -3.01 2.76 3.76  0.07
H 1.02 3.80 -8.72  0.07
H -1.74 -3.19 4.79  0.05
H -2.22 4.13 4.33  0.10
H -8.43 5.56 2.01  0.09
H -2.13 -6.83 2.90  0.07
H 2.12 -1.95 -2.34  0.09
H -6.38 -6.71 2.41  0.08
H -4.56 -0.63 -1.82  0.10
H -3.30 -5.68 -2.42  0.07
H 0.11 -6.05 -3.46  0.08
H -0.76 4.94 0.34  0.04
H 3.82 -1.50 -5.43  0.08
H 1.54 -6.95 -2.75  0.08
H 8.67 3.48 -1.72  0.08
H -5.80 -6.06 3.88  0.09
H -4.29 0.85 -1.17  0.07
H -6.51 -5.01 2.78  0.09
H -2.24 -7.67 -1.38  0.09
H -2.36 -3.34 -4.79  0.15
H -1.02 -1.42 7.21  0.08
H 6.42 -0.79 3.71  0.08
H 5.31 0.05 5.52  0.13
H 4.20 1.62 6.47  0.09
H 6.10 2.85 2.15  0.06
H -6.46 -5.44 0.51  0.07
H 3.87 -4.39 2.28  0.15
H -1.33 1.09 -5.87  0.08
H 3.31 -0.22 -0.40  0.08
H 2.02 -1.12 -5.49  0.05
H 3.04 0.43 -2.12  0.06
H 2.19 -5.70 0.07  0.07
H -4.65 4.41 -1.08  0.09
H 1.96 -1.47 2.31  0.08
H -1.01 -1.43 -2.86  0.07
H -3.03 -3.89 3.90  0.04
H -1.95 2.51 -3.01  0.08
H 6.35 0.21 2.21  0.08
H -4.12 1.98 5.43  0.06
H 9.08 4.71 -0.70  0.08
H 7.59 0.85 -2.93  0.08
H -0.54 3.81 -9.41  0.08
H -0.12 -0.04 3.06  0.06
H -5.96 -4.13 -0.40  0.09
H -3.32 -0.06 3.02  0.08
H 0.18 5.19 -3.70  0.15
H 3.75 0.31 -3.71  0.05
H -2.01 3.96 -4.04  0.09
H -3.48 4.40 0.33  0.06
H -5.77 1.69 4.83  0.08
H -2.84 -5.34 -4.05  0.09
H 5.90 4.59 2.37  0.09
H -1.42 7.00 2.55  0.08
H 0.29 0.46 -1.44  0.06
H -2.52 -0.61 6.57  0.07
H 5.33 1.72 -0.97  0.07
H 3.08 1.97 5.17  0.09
H 2.77 0.47 6.14  0.08
H -5.47 2.34 6.38  0.09
H -1.52 -4.69 3.80  0.04
H -1.87 -0.95 -4.13  0.08
H 2.92 -4.77 -3.43  0.14
H -1.50 7.27 0.74  0.08
H -0.29 -1.83 -4.43  0.08
H 1.62 -2.47 3.72  0.09
H 0.29 1.02 -5.21  0.06
H 4.17 2.53 -3.22  0.05
H -0.68 1.70 3.14  0.07
H 1.65 -6.43 -4.30  0.09

Calculated values
molecular weight	1320.494	g mol⁻¹
net charge	+1
HOMO-LUMO gap	7.92	eV
HOMO level	-9.679	eV